Computed, not measured: an isolated ion of composition C24H49Cl2FN3O6P2 and charge +1, with wB97M-V/def2-TZVPD.

Values from the calculation:
LUMO ... -2.58 eV
2S+1 ... 1
Orbital gap ... 9.21 eV
HOMO level ... -11.7989 eV
Net charge ... +1
SMILES ... CC[C@@H](Cl)[C@@H]1[C@H](P(O)Cl)[C@@H](CCCCCCOC(C)=O)[C@H](P(=O)(O)O)[N+](CCCN)(CCCN)[C@@H]1[C@H](C)F

Each line ends with the Mulliken charge.
Cartesian coordinates (Å):
C: 4.753 -2.528 2.234  -0.9082
C: 3.318 -2.321 3.000  -0.4859
C: 2.541 -0.978 2.683  -0.6323
Cl: 3.953 0.201 2.280  -0.1411
C: 1.199 -0.876 1.819  -0.3801
C: 0.521 -2.015 0.952  -0.0698
P: 0.976 -3.871 0.981  0.2248
O: 2.669 -4.075 0.631  -0.4905
Cl: 0.529 -4.615 2.958  -0.2882
C: 0.286 -1.741 -0.656  -0.4401
C: -1.063 -2.520 -1.077  -1.5739
C: -2.364 -1.618 -1.296  -0.6529
C: -3.000 -0.991 0.050  0.4836
C: -4.615 -1.086 0.083  -0.7607
C: -5.330 0.310 -0.279  -0.2576
C: -6.774 0.401 0.404  -0.6686
O: -6.753 0.290 1.863  -0.3166
C: -6.261 1.490 2.463  0.3897
C: -4.697 1.822 2.642  -0.5820
O: -7.127 2.325 2.834  -0.5185
C: 0.450 -0.274 -1.219  -0.8903
P: 0.703 -0.523 -3.053  0.5605
O: 0.782 -1.996 -3.551  -0.7128
O: 1.933 0.254 -3.880  -0.4851
O: -0.716 0.007 -3.910  -0.6303
N: 1.349 0.669 -0.416  1.6728
C: 0.904 2.110 -0.727  -1.0800
C: 0.802 2.606 -2.219  -0.1397
C: 0.512 4.216 -2.131  -0.7759
N: -0.728 4.537 -1.369  -0.5365
C: 2.796 0.629 -0.774  -0.7890
C: 3.526 -0.789 -0.810  0.2077
C: 4.026 -1.326 -2.226  -1.1277
N: 4.823 -0.296 -3.014  -0.6000
C: 0.940 0.556 1.022  0.3836
C: 1.063 1.742 2.063  0.3815
C: -0.299 2.614 2.317  -1.0256
F: 2.152 2.652 2.043  -0.4549
H: 4.952 -3.665 2.334  0.3429
H: 5.617 -2.029 2.780  0.4116
H: 4.699 -2.325 1.120  0.0438
H: 3.701 -2.239 4.095  0.3516
H: 2.799 -3.312 2.986  0.0325
H: 2.291 -0.534 3.736  0.6953
H: 0.399 -0.722 2.681  0.8538
H: -0.594 -2.100 1.297  0.5492
H: 2.749 -4.764 -0.066  0.3339
H: 1.162 -2.359 -1.100  0.6606
H: -1.409 -3.296 -0.291  0.3059
H: -0.937 -3.149 -2.037  0.4699
H: -3.176 -2.316 -1.730  0.6649
H: -2.263 -0.761 -2.038  0.1591
H: -2.620 -1.456 1.018  -0.0193
H: -2.717 0.128 0.044  -0.2666
H: -5.007 -1.969 -0.540  0.3510
H: -4.894 -1.320 1.175  0.2895
H: -5.462 0.333 -1.419  0.3208
H: -4.642 1.199 -0.011  0.1019
H: -7.296 1.393 0.164  0.3702
H: -7.397 -0.474 0.015  0.3049
H: -4.097 0.848 2.630  0.1308
H: -4.478 2.350 3.629  0.4390
H: -4.415 2.491 1.762  0.2423
H: -0.557 0.307 -1.179  0.7016
H: 1.615 0.764 -4.663  0.3946
H: -1.272 -0.776 -4.112  0.3740
H: 1.653 2.884 -0.309  0.7257
H: -0.163 2.256 -0.326  0.2878
H: -0.096 2.198 -2.785  0.2588
H: 1.790 2.559 -2.811  0.1769
H: 1.460 4.672 -1.644  0.3057
H: 0.426 4.596 -3.204  0.4643
H: -0.974 5.514 -1.577  0.3336
H: -0.489 4.542 -0.356  0.1248
H: 3.300 1.389 -0.059  0.6517
H: 3.058 1.115 -1.793  0.7666
H: 4.529 -0.629 -0.251  0.5689
H: 3.009 -1.619 -0.195  -0.7772
H: 4.795 -2.161 -1.990  0.5193
H: 3.242 -1.816 -2.886  0.2268
H: 5.612 -0.079 -2.366  0.2783
H: 5.286 -0.884 -3.739  0.3109
H: -0.228 0.481 0.922  -0.8380
H: 1.136 1.256 3.114  0.3186
H: -0.378 2.926 3.425  0.3955
H: -1.219 1.969 2.108  0.1700
H: -0.278 3.591 1.724  0.2318

***

Computed, not measured: a 3-piece molecular cluster, C24H49F3N3O8P overall, with wB97M-V/def2-TZVPD.

Values from the calculation:
LUMO ... -1.08 eV
2S+1 ... 1
Orbital gap ... 7.40 eV
HOMO level ... -8.4834 eV
SMILES ... C=CC[PH](CCCF)(CCOC(C)=O)N(C(=O)F)C(=O)F.COCCNCCOC.COCCNCCOC

Each line ends with the Mulliken charge.
Cartesian coordinates (Å):
C: -5.962 6.032 1.597  -0.7200
C: -4.778 5.303 1.039  -0.1406
C: -4.419 3.722 1.276  -0.7215
P: -4.173 2.695 -0.315  1.1738
C: -3.163 3.331 -1.805  -0.6047
C: -3.400 4.911 -2.183  -0.5417
C: -2.001 5.723 -1.898  -0.4296
F: -1.620 5.818 -0.464  -0.3164
C: -2.539 1.986 0.473  -1.3554
C: -2.042 0.649 -0.355  -0.3973
O: -0.600 0.334 -0.090  -0.1676
C: 0.091 0.051 -1.372  0.6012
C: 0.519 -1.531 -1.675  -0.6482
O: 0.366 1.002 -2.282  -0.5850
N: -5.746 3.157 -1.015  -0.0948
C: -6.850 2.581 -0.102  0.4018
O: -7.253 1.287 -0.234  -0.4398
F: -7.565 3.373 0.936  -0.2102
C: -6.011 2.510 -2.356  0.5007
O: -5.518 1.348 -2.794  -0.4130
F: -6.972 3.205 -3.293  -0.2897
H: -6.396 5.688 2.640  0.2336
H: -6.465 6.916 0.973  0.2204
H: -4.030 5.965 0.388  0.2636
H: -5.204 3.297 2.034  0.4926
H: -3.372 3.701 1.851  0.3821
H: -4.644 1.303 -0.335  -0.0272
H: -3.259 2.655 -2.784  0.4692
H: -2.014 3.238 -1.496  0.2002
H: -4.358 5.396 -1.717  0.3645
H: -3.563 4.945 -3.365  0.3260
H: -1.947 6.789 -2.426  0.3221
H: -1.139 5.083 -2.419  0.2859
H: -1.714 2.803 0.619  0.2622
H: -2.842 1.600 1.560  0.3895
H: -2.715 -0.293 -0.076  0.2531
H: -2.126 0.757 -1.526  0.3544
H: 0.867 -1.704 -2.790  0.3203
H: -0.432 -2.188 -1.434  0.1871
H: 1.396 -1.767 -0.933  0.0906
C: 2.138 -8.112 -1.653  -0.6911
O: 1.275 -8.516 -0.597  -0.3195
C: 1.847 -8.373 0.709  -0.7894
C: 1.257 -7.159 1.450  -0.1546
N: 1.710 -5.894 0.870  -0.3119
C: 0.922 -4.719 1.258  -0.6316
C: -0.607 -4.745 1.037  -0.5439
O: -1.015 -4.663 -0.329  -0.3954
C: -0.871 -5.874 -1.057  -0.4948
H: 1.734 -8.510 -2.588  0.2320
H: 2.165 -7.026 -1.745  0.2755
H: 3.152 -8.502 -1.520  0.3251
H: 2.943 -8.341 0.679  0.3843
H: 1.565 -9.276 1.263  0.3892
H: 1.557 -7.200 2.506  0.3871
H: 0.170 -7.259 1.406  0.1271
H: 1.691 -5.962 -0.144  0.0962
H: 1.326 -3.870 0.693  0.3236
H: 1.118 -4.514 2.317  0.3760
H: -1.014 -3.842 1.517  0.3601
H: -1.098 -5.585 1.537  0.3600
H: -1.119 -6.753 -0.457  0.2910
H: 0.137 -5.942 -1.460  0.0840
H: -1.554 -5.841 -1.912  0.3304
C: 7.175 1.304 2.203  -0.6952
O: 6.241 2.317 2.554  -0.3159
C: 6.191 3.411 1.628  -0.8113
C: 4.930 3.343 0.746  -0.0762
N: 4.997 2.241 -0.214  -0.3317
C: 3.713 1.873 -0.823  -0.9656
C: 2.523 1.536 0.104  0.6798
O: 2.639 0.293 0.796  -0.3575
C: 3.519 0.322 1.910  -0.5305
H: 7.338 0.677 3.083  0.2299
H: 6.784 0.664 1.412  0.2826
H: 8.137 1.729 1.899  0.3232
H: 7.106 3.485 1.028  0.3907
H: 6.129 4.319 2.237  0.3909
H: 4.819 4.290 0.202  0.3690
H: 4.078 3.241 1.421  0.1328
H: 5.373 1.416 0.244  0.1519
H: 3.904 0.996 -1.453  0.3740
H: 3.412 2.684 -1.496  0.3627
H: 1.637 1.429 -0.541  -0.5942
H: 2.278 2.344 0.799  0.2820
H: 3.459 1.261 2.465  0.2955
H: 4.537 0.124 1.578  0.0681
H: 3.242 -0.492 2.587  0.3434